Formula: C3H7INO
Source: the OMol25 dataset
Level of theory: wB97M-V/def2-TZVPD

multiplicity	1
E_HOMO	-14.48	eV
E_tot	-545.839816	Eh
molecular weight	200.0	Da
relative energy (zero: lowest compared OMol25 entry of this formula, charge and spin)	53.97	kcal per mole
charge	+1

Bonds (Å) are listed after each position.
Geometry (Å):
1 C 2.074 -0.169 0.427  C2 1.466, O5 1.398, H7 1.006, H8 1.127
2 C 1.532 1.033 -0.213  C1 1.466, O5 1.390, H9 1.032, H10 1.132
3 C -2.361 -0.011 -0.326  N4 1.265, I6 2.131, H13 1.130
4 N -1.561 -0.952 -0.048  C3 1.265, H11 1.030, H12 1.142
5 O 0.874 -0.189 -0.289  C1 1.398, C2 1.390
6 I -4.456 -0.202 0.012  C3 2.131
7 H 2.876 -0.541 -0.054  C1 1.006
8 H 2.182 -0.430 1.519  C1 1.127
9 H 1.893 1.545 -1.034  C2 1.032
10 H 0.981 1.694 0.523  C2 1.132
11 H -1.691 -1.893 0.351  N4 1.030
12 H -0.440 -0.861 -0.241  N4 1.142
13 H -1.902 0.976 -0.627  C3 1.130

Here are the natural (NBO) charges for atoms 1 to 4, given in e:
1. C -0.087
2. C -0.080
3. C 0.072
4. N -0.659